# 1
The following is a quantum chemistry calculation of a single C20H20ClN3O2 molecule, from the Open Molecules 2025 dataset.

Each atom is followed by the atoms it is bonded to, with distances in Å.
Element x y z (Å)
1 C -0.63697 -4.49017 0.14863  O2 1.406, H27 1.095, H28 1.095, H29 1.089
2 O -0.39990 -3.32508 0.89872  C1 1.406, C3 1.366
3 C 0.77860 -2.65867 0.71451  O2 1.366, C4 1.389, C26 1.395
4 C 1.77135 -3.02385 -0.18629  C3 1.389, C5 1.385, H30 1.079
5 C 2.90290 -2.23599 -0.32219  C4 1.385, C6 1.387, H31 1.081
6 C 3.07735 -1.08529 0.43146  C5 1.387, C7 1.503, C25 1.392
7 C 4.23488 -0.15776 0.19068  C6 1.503, C8 1.548, H32 1.090, H33 1.091
8 C 3.96391 0.71160 -1.06076  C7 1.548, N9 1.446, H34 1.092, H35 1.092
9 N 2.57140 1.08984 -1.14666  C8 1.446, C10 1.359, H36 1.008
10 C 2.04617 2.01534 -0.30063  N9 1.359, O11 1.217, C12 1.476
11 O 2.73249 2.82561 0.29348  C10 1.217
12 C 0.57930 1.95979 -0.14533  C10 1.476, C13 1.424, C23 1.388
13 C -0.19636 2.87656 0.61967  C12 1.424, C14 1.481, N15 1.315
14 C 0.26431 4.12659 1.26574  C13 1.481, H37 1.089, H38 1.086, H39 1.087
15 N -1.44826 2.48046 0.68973  C13 1.315, N16 1.339
16 N -1.53877 1.32482 0.01972  N15 1.339, C17 1.407, C23 1.353
17 C -2.76527 0.63814 -0.04011  N16 1.407, C18 1.390, C22 1.390
18 C -3.92542 1.37714 -0.24045  C17 1.390, C19 1.382, H40 1.078
19 C -5.14645 0.73210 -0.29286  C18 1.382, C20 1.386, H41 1.079
20 C -5.21341 -0.64415 -0.14661  C19 1.386, C21 1.385, H42 1.080
21 C -4.05697 -1.37266 0.07478  C20 1.385, C22 1.384, H43 1.080
22 C -2.82868 -0.73866 0.13807  C17 1.390, C21 1.384, H44 1.079
23 C -0.33952 0.98356 -0.50650  C12 1.388, N16 1.353, Cl24 1.710
24 Cl -0.19856 -0.38646 -1.52059  C23 1.710
25 C 2.08949 -0.74468 1.35105  C6 1.392, C26 1.378, H45 1.080
26 C 0.95670 -1.51597 1.49474  C3 1.395, C25 1.378, H46 1.079
27 H -0.66190 -4.27887 -0.92598  C1 1.095
28 H 0.11512 -5.25943 0.35034  C1 1.095
29 H -1.61381 -4.85184 0.46621  C1 1.089
30 H 1.67196 -3.90819 -0.79621  C4 1.079
31 H 3.65926 -2.52542 -1.03813  C5 1.081
32 H 4.35255 0.50103 1.05125  C7 1.090
33 H 5.16218 -0.71296 0.04396  C7 1.091
34 H 4.56178 1.62340 -1.01010  C8 1.092
35 H 4.21465 0.16374 -1.97100  C8 1.092
36 H 1.95341 0.37487 -1.49787  N9 1.008
37 H 0.55442 4.85094 0.50651  C14 1.089
38 H -0.53486 4.53676 1.87600  C14 1.086
39 H 1.14436 3.92538 1.87175  C14 1.087
40 H -3.84954 2.44789 -0.34415  C18 1.078
41 H -6.04786 1.30462 -0.45084  C19 1.079
42 H -6.16756 -1.14708 -0.19386  C20 1.080
43 H -4.10772 -2.44230 0.21188  C21 1.080
44 H -1.93875 -1.31071 0.34863  C22 1.079
45 H 2.20524 0.14477 1.95310  C25 1.080
46 H 0.18561 -1.24676 2.20025  C26 1.079

Computed properties:
SMILES string ... COc1ccc(CCNC(=O)c2c(C)nn(-c3ccccc3)c2Cl)cc1
Energy ... -1549.0829 Eh
Frontier orbital gap ... 9.08 eV
2S+1 ... 1

---

# 2
The following is a quantum chemistry calculation of a single C20H20ClN3O4 molecule, from the Open Molecules 2025 dataset.

Each atom is followed by the atoms it is bonded to, with distances in Å.
Element x y z (Å)
1 C -4.05925 -3.78556 -0.95335  O2 1.406, H29 1.095, H30 1.089, H31 1.095
2 O -2.70756 -3.45676 -0.74998  C1 1.406, C3 1.358
3 C -2.39406 -2.20322 -0.33259  O2 1.358, C4 1.391, C27 1.397
4 C -3.32048 -1.20564 -0.04561  C3 1.391, C5 1.392, H32 1.077
5 C -2.92337 0.05714 0.38639  C4 1.392, O6 1.353, C8 1.404
6 O -3.77786 1.03162 0.77304  C5 1.353, C7 1.406
7 C -5.15376 0.87163 0.53388  O6 1.406, H33 1.096, H34 1.089, H35 1.094
8 C -1.55182 0.34326 0.48425  C5 1.404, N9 1.404, C26 1.387
9 N -1.09050 1.61114 0.87350  C8 1.404, C10 1.363, H36 1.015
10 C -1.49826 2.79466 0.33538  N9 1.363, O11 1.208, C12 1.530
11 O -2.37299 2.91995 -0.48848  C10 1.208
12 C -0.70296 3.98439 0.87601  C10 1.530, C13 1.532, H37 1.090, H38 1.089
13 C 0.37148 4.39981 -0.13442  C12 1.532, C14 1.482, H39 1.094, H40 1.093
14 C 1.34752 3.31277 -0.38605  C13 1.482, N15 1.298, O25 1.337
15 N 1.58210 2.26740 0.34596  C14 1.298, C16 1.373
16 C 2.51655 1.57234 -0.38127  N15 1.373, C17 1.447, N24 1.307
17 C 3.00215 0.26838 0.01490  C16 1.447, C18 1.394, C23 1.394
18 C 2.74140 -0.21766 1.29519  C17 1.394, C19 1.380, H41 1.080
19 C 3.12317 -1.49863 1.63868  C18 1.380, C20 1.391, H42 1.080
20 C 3.76725 -2.32114 0.72080  C19 1.391, C21 1.496, C22 1.392
21 C 4.12394 -3.72887 1.07844  C20 1.496, H43 1.091, H44 1.087, H45 1.087
22 C 4.04339 -1.81960 -0.54777  C20 1.392, C23 1.379, H46 1.080
23 C 3.66845 -0.54081 -0.90348  C17 1.394, C22 1.379, H47 1.079
24 N 2.84001 2.18917 -1.48712  C16 1.307, O25 1.362
25 O 2.08711 3.32390 -1.49930  C14 1.337, N24 1.362
26 C -0.62740 -0.65771 0.22496  C8 1.387, C27 1.380, H48 1.078
27 C -1.03719 -1.91533 -0.16743  C3 1.397, C26 1.380, Cl28 1.724
28 Cl 0.13934 -3.13980 -0.46728  C27 1.724
29 H -4.63342 -3.72478 -0.02296  C1 1.095
30 H -4.05845 -4.81526 -1.30706  C1 1.089
31 H -4.51990 -3.14370 -1.71114  C1 1.095
32 H -4.37078 -1.42137 -0.14179  C4 1.077
33 H -5.57746 0.06111 1.13790  C7 1.096
34 H -5.61058 1.81508 0.82724  C7 1.089
35 H -5.35784 0.68877 -0.52505  C7 1.094
36 H -0.15496 1.61521 1.26748  N9 1.015
37 H -1.39286 4.81795 1.00925  C12 1.090
38 H -0.24324 3.73784 1.83203  C12 1.089
39 H 0.90969 5.27948 0.23093  C13 1.094
40 H -0.09128 4.66451 -1.08814  C13 1.093
41 H 2.24058 0.41710 2.01126  C18 1.080
42 H 2.90933 -1.87208 2.62964  C19 1.080
43 H 3.29243 -4.38703 0.82394  C21 1.091
44 H 4.99905 -4.06276 0.52609  C21 1.087
45 H 4.31570 -3.82531 2.14451  C21 1.087
46 H 4.54838 -2.44765 -1.26715  C22 1.080
47 H 3.86679 -0.15381 -1.89050  C23 1.079
48 H 0.42683 -0.45426 0.32551  C26 1.078

Computed properties:
SMILES string ... COc1cc(OC)c(NC(=O)CCc2nc(-c3ccc(C)cc3)no2)cc1Cl
Energy ... -1699.5389 Eh
Frontier orbital gap ... 8.35 eV
2S+1 ... 1

---

# 3
The following is a quantum chemistry calculation of a single C20H20F3N3O6S molecule, from the Open Molecules 2025 dataset.

Each atom is followed by the atoms it is bonded to, with distances in Å.
Element x y z (Å)
1 C -1.13702 3.27746 -1.17372  O2 1.406, H34 1.095, H35 1.089, H36 1.095
2 O -0.77340 2.04684 -1.74748  C1 1.406, C3 1.367
3 C -1.39803 0.91820 -1.29510  O2 1.367, C4 1.385, C31 1.415
4 C -2.40703 0.89161 -0.34724  C3 1.385, C5 1.388, H37 1.077
5 C -2.95780 -0.31300 0.06668  C4 1.388, C6 1.383, H38 1.078
6 C -2.47966 -1.51236 -0.42914  C5 1.383, C7 1.506, C30 1.394
7 C -2.97856 -2.82454 0.11677  C6 1.506, C8 1.538, H39 1.090, H40 1.091
8 C -2.63394 -2.94880 1.61087  C7 1.538, N9 1.449, H41 1.091, H42 1.091
9 N -1.27808 -2.49598 1.84526  C8 1.449, C10 1.408, C28 1.354
10 C -0.15049 -3.18669 1.36162  N9 1.408, O11 1.195, N12 1.364
11 O -0.17277 -4.26300 0.84301  C10 1.195
12 N 0.92574 -2.39947 1.64651  C10 1.364, C13 1.437, H43 1.010
13 C 0.54873 -1.09183 2.10783  N12 1.437, N14 1.440, C24 1.553, C28 1.554
14 N 0.73925 -0.03178 1.15194  C13 1.440, S15 1.710, H44 1.014
15 S 2.20224 -0.13629 0.27193  N14 1.710, O16 1.435, O17 1.429, C18 1.774
16 O 2.00150 -1.02651 -0.83514  S15 1.435
17 O 3.19779 -0.50377 1.22831  S15 1.429
18 C 2.38062 1.54680 -0.25798  S15 1.774, C19 1.382, C23 1.380
19 C 2.69217 2.48902 0.70333  C18 1.382, C20 1.385, H45 1.078
20 C 2.82115 3.81294 0.31864  C19 1.385, C21 1.388, H46 1.079
21 C 2.64090 4.16653 -1.01115  C20 1.388, C22 1.386, H47 1.080
22 C 2.32822 3.20632 -1.96035  C21 1.386, C23 1.386, H48 1.079
23 C 2.19220 1.87913 -1.58396  C18 1.380, C22 1.386, H49 1.077
24 C 1.30345 -0.73681 3.41740  C13 1.553, F25 1.330, F26 1.331, F27 1.343
25 F 1.68356 0.53733 3.45890  C24 1.330
26 F 2.38194 -1.49336 3.60804  C24 1.331
27 F 0.52907 -0.94045 4.49584  C24 1.343
28 C -0.97804 -1.27037 2.33552  N9 1.354, C13 1.554, O29 1.198
29 O -1.72482 -0.45803 2.80323  C28 1.198
30 C -1.47703 -1.49245 -1.39684  C6 1.394, C31 1.386, H50 1.078
31 C -0.95339 -0.29799 -1.86593  C3 1.415, C30 1.386, O32 1.356
32 O -0.03122 -0.17876 -2.85325  C31 1.356, C33 1.411
33 C 0.45708 -1.35428 -3.46174  O32 1.411, H51 1.094, H52 1.093, H53 1.089
34 H -2.18706 3.51841 -1.36844  C1 1.095
35 H -0.50215 4.02134 -1.65193  C1 1.089
36 H -0.95317 3.28753 -0.09407  C1 1.095
37 H -2.77799 1.80643 0.08401  C4 1.077
38 H -3.74796 -0.30143 0.80004  C5 1.078
39 H -2.51068 -3.64746 -0.42369  C7 1.090
40 H -4.06113 -2.90404 0.00420  C7 1.091
41 H -2.71561 -3.98729 1.93678  C8 1.091
42 H -3.27840 -2.31413 2.22088  C8 1.091
43 H 1.85157 -2.58605 1.28964  N12 1.010
44 H -0.04730 0.10018 0.52586  N14 1.014
45 H 2.82838 2.17158 1.72411  C19 1.078
46 H 3.06286 4.56643 1.05231  C20 1.079
47 H 2.74582 5.19991 -1.30751  C21 1.080
48 H 2.18531 3.48648 -2.99239  C22 1.079
49 H 1.93046 1.11086 -2.29204  C23 1.077
50 H -1.10739 -2.42923 -1.78190  C30 1.078
51 H -0.35504 -1.94763 -3.89308  C33 1.094
52 H 1.02786 -1.95200 -2.74685  C33 1.093
53 H 1.11729 -1.01556 -4.25855  C33 1.089

Computed properties:
SMILES string ... COc1ccc(CCN2C(=O)N[C@](NS(=O)(=O)c3ccccc3)(C(F)(F)F)C2=O)cc1OC
Energy ... -2087.6744 Eh
Frontier orbital gap ... 8.69 eV
2S+1 ... 1

---

# 4
The following is a quantum chemistry calculation of a single C20H20FN3O2 molecule, from the Open Molecules 2025 dataset.

Each atom is followed by the atoms it is bonded to, with distances in Å.
Element x y z (Å)
1 C -2.45120 -5.24491 2.66799  O2 1.408, H27 1.089, H28 1.095, H29 1.095
2 O -1.14570 -4.85856 2.30993  C1 1.408, C3 1.358
3 C -0.98070 -3.72286 1.58431  O2 1.358, C4 1.398, C26 1.390
4 C 0.33289 -3.39887 1.23306  C3 1.398, C5 1.376, H30 1.078
5 C 0.60414 -2.26406 0.50444  C4 1.376, C6 1.396, H31 1.078
6 C -0.41323 -1.39768 0.09987  C5 1.396, C7 1.459, C24 1.388
7 C -0.09564 -0.18720 -0.65075  C6 1.459, N8 1.322, C17 1.417
8 N 0.74087 -0.21952 -1.67429  C7 1.322, N9 1.334
9 N 0.84586 1.03240 -2.12398  N8 1.334, C10 1.397, C16 1.356
10 C 1.66454 1.31623 -3.21920  N9 1.397, C11 1.393, C15 1.392
11 C 2.41676 0.28401 -3.77583  C10 1.393, C12 1.381, H32 1.078
12 C 3.23570 0.53194 -4.85944  C11 1.381, C13 1.386, H33 1.080
13 C 3.31475 1.80564 -5.39935  C12 1.386, C14 1.384, H34 1.079
14 C 2.56582 2.83095 -4.84744  C13 1.384, C15 1.383, H35 1.080
15 C 1.74122 2.59504 -3.76256  C10 1.392, C14 1.383, H36 1.078
16 C 0.08684 1.88138 -1.38861  N9 1.356, C17 1.374, H37 1.069
17 C -0.54688 1.13678 -0.42385  C7 1.417, C16 1.374, C18 1.489
18 C -1.38888 1.64724 0.69297  C17 1.489, N19 1.467, H38 1.094, H39 1.097
19 N -0.61981 2.63341 1.45928  C18 1.467, C20 1.454, O23 1.414
20 C -1.25167 2.97736 2.72293  N19 1.454, C21 1.543, H40 1.093, H41 1.088
21 C -0.82277 1.87129 3.71002  C20 1.543, C22 1.539, H42 1.089, H43 1.087
22 C 0.43717 1.31059 3.02771  C21 1.539, O23 1.424, H44 1.098, H45 1.091
23 O 0.62689 2.09392 1.85345  N19 1.414, C22 1.424
24 C -1.71050 -1.75302 0.44354  C6 1.388, F25 1.355, C26 1.384
25 F -2.75302 -0.98929 0.03585  C24 1.355
26 C -2.01326 -2.88752 1.17559  C3 1.390, C24 1.384, H46 1.078
27 H -2.34093 -6.17221 3.22756  C1 1.089
28 H -2.93234 -4.49462 3.30366  C1 1.095
29 H -3.07211 -5.42697 1.78519  C1 1.095
30 H 1.12291 -4.06166 1.54721  C4 1.078
31 H 1.61819 -2.01772 0.23301  C5 1.078
32 H 2.33893 -0.69945 -3.34140  C11 1.078
33 H 3.81618 -0.27288 -5.28513  C12 1.080
34 H 3.95568 1.99857 -6.24629  C13 1.079
35 H 2.62123 3.82553 -5.26461  C14 1.080
36 H 1.16352 3.40580 -3.34858  C15 1.078
37 H 0.04692 2.93588 -1.55897  C16 1.069
38 H -2.26532 2.17333 0.30433  C18 1.094
39 H -1.72829 0.81154 1.31806  C18 1.097
40 H -0.84846 3.94352 3.03624  C20 1.093
41 H -2.33047 3.05733 2.60451  C20 1.088
42 H -1.59137 1.10526 3.80721  C21 1.089
43 H -0.60951 2.27622 4.69606  C21 1.087
44 H 0.32284 0.25039 2.76471  C22 1.098
45 H 1.34075 1.43015 3.62705  C22 1.091
46 H -3.04854 -3.09268 1.39454  C26 1.078

Computed properties:
SMILES string ... COc1ccc(-c2nn(-c3ccccc3)cc2CN2CCCO2)c(F)c1
Energy ... -1188.6618 Eh
Frontier orbital gap ... 8.75 eV
2S+1 ... 1